Entry from the OMol25 dataset: a single C19H15F3N2O2S molecule in a non-equilibrium geometry (wB97M-V/def2-TZVPD).

Each line ends with the natural charge from an NBO analysis.
Positions of all 42 atoms, in Å:
O 1.3218 3.1677 -0.0787  -0.99
F 0.1435 -3.5151 4.2979  -0.31
F -1.7357 -3.2999 3.4626  -0.31
F -0.0305 -3.6117 2.1296  -0.29
N -0.4413 1.3094 3.4704  -0.51
N 0.3559 -0.7123 2.4221  -0.45
O -1.7862 1.2549 5.3418  -0.66
C 0.3278 0.6561 2.5882  0.41
C -1.0916 0.5787 4.3460  0.53
C -0.4695 -1.4866 3.2140  0.16
C -1.1855 -0.7651 4.1336  -0.33
C -1.3479 -2.7907 -0.5449  -0.21
C 0.7756 2.1886 -5.2775  -0.20
C -2.0777 -1.5603 -0.3555  -0.22
C 0.0380 -2.8654 -0.8092  -0.20
C -0.2638 1.5326 -4.7111  -0.20
C 1.9676 2.3066 -4.4419  -0.20
C -1.3040 -0.3540 -0.5109  -0.24
C 0.7200 -1.6571 -0.9556  -0.19
C -0.3593 1.0793 -3.3393  -0.21
C 1.9169 1.8494 -3.1657  -0.21
C 0.0402 -0.4095 -0.8707  -0.04
C 0.7829 1.3151 -2.4865  0.00
S 0.2711 2.2306 0.2351  1.33
C -0.4833 -3.0519 3.2378  0.97
C 1.2155 1.4263 1.6478  -0.63
C 0.7647 0.9031 -0.9722  -0.45
H -1.5369 2.2087 5.2358  0.50
H -1.6443 -1.2577 4.9720  0.23
H -1.9092 -3.6922 -0.6761  0.21
H 0.7659 2.5516 -6.2705  0.21
H -3.1743 -1.4293 -0.0591  0.23
H 0.5825 -3.7758 -0.7556  0.22
H -1.1057 1.5771 -5.3598  0.20
H 2.8453 2.8812 -4.7660  0.22
H -1.8507 0.6048 -0.3256  0.22
H 1.8019 -1.8584 -1.0329  0.22
H -1.3135 0.7676 -3.1184  0.22
H 2.7779 2.0626 -2.5379  0.21
H 1.7326 2.1202 2.2817  0.26
H 2.0812 0.8140 1.2099  0.26
H 1.8820 0.7067 -0.8044  0.24

**Highest occupied orbital energy**: -8.805 eV
**E**: -46006.4490 eV
**LUMO**: 0.035 eV
**Multiplicity**: 1